C5H8O | the ωB97M-V functional and the def2-TZVPD basis

The geometry in XYZ format:
```
14
Properties=species:S:1:pos:R:3:forces:R:3:nbo_charge:R:1
O -1.566 -0.255 1.019 -0.7637 0.3181 0.6896 -0.7058
C 0.807 -0.088 0.749 -0.5731 -0.5781 -0.4687 -0.2640
C 0.079 0.216 -1.357 0.0346 0.0682 -0.2108 -0.4117
C 0.140 -1.092 -0.544 1.0556 0.1255 0.4973 -0.3777
C 0.337 1.045 -0.134 -0.3797 0.3765 -0.2368 -0.2445
C -0.453 0.594 1.089 -0.2179 0.2370 -0.0196 0.0468
H 0.718 2.064 -0.170 -0.0247 -0.1952 0.2103 0.2152
H -0.868 -1.582 -0.620 1.1058 0.3769 1.3154 0.2326
H 1.709 0.006 1.400 -0.7361 -1.0487 -0.8270 0.2334
H -0.858 0.478 -1.860 0.0797 -0.4425 -0.0621 0.2020
H 0.860 -1.854 -0.796 0.4802 0.1241 -0.6086 0.2010
H -0.572 1.323 1.887 0.5280 -0.0466 -0.0411 0.1949
H 0.899 0.223 -2.077 -0.0180 0.3458 0.0006 0.2078
H -1.231 -1.077 1.416 -0.5708 0.3392 -0.2386 0.4700
```
Forces are in eV/Å.

Summary:
Molar mass ... 84.1 u
SMILES string ... O[C@H]1[C@H]2CC[C@@H]12
Relative energy (zero: lowest compared OMol25 entry of this formula, charge and spin) ... 342.0 kJ/mol
HOMO ... -9.39 eV
Electronic energy ... -270.42761 Ha
LUMO ... 1.0324 eV
Gap between HOMO and LUMO ... 10.419 eV

***

C5H4O2 | the ωB97M-V functional and the def2-TZVPD basis

The geometry in XYZ format:
```
11
Properties=species:S:1:pos:R:3:forces:R:3:nbo_charge:R:1
O 0.051 -1.585 0.536 1.6416 1.2161 -1.8464 -0.5380
O 2.058 -1.334 -0.777 -0.5346 -0.0477 0.1663 -0.4649
C -0.076 1.201 0.089 0.2542 -0.0820 -0.0883 -0.0816
C -1.166 0.297 -0.118 -0.5590 -0.1114 0.4396 -0.4247
C 1.178 0.710 0.083 -0.4284 -0.4804 0.3218 -0.4210
C -1.094 -1.021 0.196 0.1250 0.5844 -0.4367 0.2369
C 1.248 -0.688 -0.229 0.4079 -1.9986 1.4910 0.8041
H 2.142 1.169 0.270 -0.3352 0.3272 -0.2276 0.2532
H -2.115 0.671 -0.398 -0.7725 0.4017 -0.1401 0.2230
H -0.260 2.256 0.236 -0.0772 0.0643 -0.0750 0.2222
H -1.966 -1.677 0.113 0.2783 0.1264 0.3954 0.1907
```
Forces are in eV/Å.

Summary:
Molar mass ... 96.1 u
SMILES string ... O=c1cccco1
Relative energy (zero: lowest compared OMol25 entry of this formula, charge and spin) ... 113.0 kJ/mol
HOMO ... -8.87 eV
Electronic energy ... -343.34933 Ha
LUMO ... 0.0641 eV
Gap between HOMO and LUMO ... 8.932 eV

***

C28H37N4O2 | the ωB97M-V functional and the def2-TZVPD basis

The geometry in XYZ format:
```
71
Properties=species:S:1:pos:R:3:forces:R:3:lowdin_charge:R:1
O -3.732 3.734 0.291 -0.3028 -0.3386 -0.3937 -0.0810
O 5.091 4.790 -1.408 -0.4362 -0.2052 0.3242 -0.0846
N 4.345 -0.466 -0.270 -1.4378 -0.3922 0.0641 -0.0724
N -1.431 -0.738 -1.930 2.0194 0.0227 0.5386 -0.0438
N -0.389 -2.160 1.312 0.1188 0.1596 0.6131 -0.0079
N -3.253 -1.916 1.297 0.3415 -0.2304 -0.3123 -0.2721
C 4.920 3.531 -0.923 -0.7329 -0.5007 0.1153 -0.2403
C 5.992 1.379 -0.544 -0.2103 0.4646 0.1113 0.0095
C 0.987 -2.567 1.228 0.5086 -0.0616 -0.3326 -0.2281
C -0.136 -0.569 -1.525 -1.4951 0.0108 -0.7625 0.0410
C 1.026 -4.050 1.647 0.1602 -0.1194 -0.4091 -0.1533
C -1.394 1.135 -0.638 -0.3311 -0.7429 -0.1575 -0.1228
C -0.045 0.562 -0.690 -0.1580 0.3241 0.8912 -0.1386
C -3.284 2.565 -0.240 0.2366 -0.2710 -0.2667 -0.2486
C 5.256 -1.587 -0.110 0.0822 -0.3129 0.1654 0.0101
C -1.926 2.224 0.022 -0.8969 0.5965 -0.3010 0.0662
C -3.118 -0.571 1.818 0.0108 0.0682 -0.0155 -0.0985
C -0.370 -4.316 2.206 -0.0437 0.3377 0.0320 -0.1333
C 4.716 0.877 -0.275 -0.2727 0.1654 -0.4674 -0.1683
C -2.534 -2.924 2.082 -0.0982 -0.0711 0.0235 -0.1668
C -3.573 0.564 -1.620 0.0360 0.2269 -0.0030 0.0031
C -2.217 0.308 -1.444 -0.0900 0.4400 0.7287 -0.1712
C 2.409 0.714 -0.185 0.5622 0.2060 0.1678 -0.1171
C -4.636 -2.263 1.052 -0.1012 -0.0921 0.0358 -0.1015
C 3.538 1.661 -0.266 0.7280 -1.1513 0.5560 -0.1052
C 2.986 -0.568 -0.297 1.0684 0.4641 -0.1623 0.0212
C 1.055 1.077 0.004 -0.0503 -0.1811 -1.3299 0.1139
C -1.912 -1.913 -2.638 0.0969 -0.5776 -0.3018 0.0180
C 6.096 2.722 -0.881 -0.7499 -0.0508 0.1449 0.0229
C 3.643 3.012 -0.547 0.7986 1.0917 -0.4723 0.0478
C -4.108 1.725 -1.052 0.6920 0.2658 0.1114 -0.0030
C -1.233 -3.324 1.412 -0.5721 -0.4416 -0.1782 -0.3562
C -5.053 4.184 -0.095 0.3924 -0.2182 0.1886 -0.0514
C 3.924 5.616 -1.579 0.4408 -0.3369 0.1421 -0.0578
H 6.858 0.717 -0.515 -0.1387 0.3450 -0.1416 0.1116
H -2.269 -2.512 3.072 -0.2546 -0.3178 -0.0850 0.1316
H -5.272 -2.075 1.936 -0.0245 -0.0362 -0.1408 0.0911
H -4.681 -3.333 0.821 -0.2064 0.2732 -0.1332 0.0833
H -5.821 3.510 0.308 0.1695 0.2065 -0.0498 0.0988
H 4.922 -2.442 -0.710 0.1104 0.3143 0.0389 0.1028
H 0.657 -1.209 -1.896 -0.2539 -0.0349 0.1518 0.1482
H -3.606 -0.465 2.804 0.0621 0.0819 -0.0839 0.0966
H 1.842 -4.281 2.343 -0.2484 0.0444 -0.1673 0.1119
H 5.308 -1.918 0.942 -0.0258 0.2834 -0.3524 0.1096
H 7.047 3.166 -1.169 -0.2507 -0.0729 0.1096 0.1260
H 6.253 -1.273 -0.428 -0.2150 -0.2313 -0.0118 0.0843
H 0.846 1.940 0.648 0.2163 -0.0795 -0.4373 0.1426
H -1.483 -3.762 0.414 0.1274 0.1050 0.3311 0.1451
H -4.193 -0.108 -2.209 0.0346 0.2610 0.0741 0.1148
H -0.689 -5.359 2.120 0.0096 0.2112 -0.0492 0.1207
H 2.521 -1.544 -0.398 0.2960 0.4845 0.3366 0.0967
H -2.056 -0.319 1.919 -0.2726 0.0231 0.0782 0.0763
H -1.374 -2.045 -3.588 -0.2911 0.2545 0.1984 0.1068
H -5.030 -1.683 0.204 0.0325 -0.1605 0.2347 0.0767
H 4.322 6.544 -1.980 -0.2217 -0.0041 0.0309 0.0965
H 1.642 -1.926 1.835 -0.0971 -0.0915 -0.1046 0.1175
H -5.144 5.176 0.347 -0.0692 -0.1767 -0.0685 0.0971
H -1.729 -2.825 -2.047 -0.1882 0.4504 -0.0046 0.0982
H 1.175 -4.639 0.730 0.0430 -0.0450 0.3623 0.1105
H -3.583 0.127 1.113 0.0722 -0.0559 0.2383 0.0638
H -3.165 -3.820 2.172 0.1393 0.2538 0.2815 0.1240
H -0.381 -4.033 3.261 -0.1655 -0.0322 0.0419 0.1198
H -5.157 4.249 -1.188 0.1491 0.0063 0.2960 0.0982
H 2.750 3.638 -0.565 0.3623 -0.1428 -0.0888 0.1094
H 3.212 5.161 -2.281 0.2119 0.0627 0.0655 0.0976
H 3.422 5.790 -0.620 0.1412 0.0532 -0.1342 0.0948
H -2.986 -1.816 -2.815 0.3306 -0.0324 -0.0318 0.0919
H -5.133 2.032 -1.289 0.4965 -0.3591 0.2577 0.1109
H -1.307 2.852 0.668 -0.3968 -0.0744 -0.2113 0.1314
H -0.676 -1.465 0.643 -0.1132 -0.1240 -0.0178 0.0691
H 1.317 -2.500 0.185 0.1147 -0.1915 0.0983 0.0635
```
Forces are in eV/Å.

Summary:
Molar mass ... 461.6 u
Relative energy (zero: lowest compared OMol25 entry of this formula, charge and spin) ... 0.0 kJ/mol
HOMO ... -10.40 eV
Electronic energy ... -1458.36525 Ha
Net charge ... +1
LUMO ... -4.4452 eV
Gap between HOMO and LUMO ... 5.957 eV

***

C48H57CuFN2O7PTe | the ωB97M-V functional and the def2-TZVPD basis

The geometry in XYZ format:
```
118
Properties=species:S:1:pos:R:3:forces:R:3:lowdin_charge:R:1
Te 4.339 0.035 0.530 0.0247 -0.0172 -0.0054 1.4840
Cu 0.238 -0.276 0.688 0.1170 0.0443 0.0082 0.5737
P -0.937 1.541 1.991 0.0007 -0.0464 0.0429 1.2125
F 1.072 1.055 -0.253 0.0607 -0.0185 0.0109 -0.4610
O 1.640 -1.601 0.167 -0.3080 0.1269 -0.1721 -0.1434
O 3.350 -1.907 -1.861 0.0820 0.0105 -0.0352 0.0114
O -0.734 -1.606 1.573 0.0184 -0.1299 0.1465 -0.1494
O -0.130 -7.577 0.015 0.0806 -0.0073 0.0917 0.0560
O 1.592 -7.663 -1.271 0.0711 -0.0054 0.1027 0.0483
O 4.275 -3.842 -1.938 0.0382 -0.0707 -0.0542 0.0448
O -1.254 -3.592 2.376 0.0173 -0.0165 0.0161 0.0415
N 3.379 -3.088 -1.587 -0.0789 0.0046 0.0693 -0.3384
N 0.826 -7.058 -0.537 -0.2079 0.0354 -0.2684 -0.3648
C 1.696 2.220 2.467 0.0469 0.0106 0.0074 -0.1249
C 2.089 -5.016 -0.988 -0.0072 -0.0073 0.0184 0.0754
C 0.447 2.590 -2.708 0.0167 0.0533 -0.0347 -0.0753
C 4.587 -1.940 1.229 -0.0410 0.0023 0.0593 -0.5415
C 0.340 2.912 2.283 -0.0364 0.0358 0.0090 -0.6500
C -2.340 0.774 -0.887 -0.1242 -0.0768 0.1063 -0.1081
C 0.677 -2.305 -3.622 0.0019 -0.0036 -0.0453 -0.0595
C -1.012 2.463 -2.263 0.0469 0.0484 -0.0211 -0.3602
C -2.360 2.359 1.149 0.0073 0.0482 0.0339 -0.2561
C -3.995 4.169 1.178 0.0104 -0.0018 -0.0059 -0.0764
C 0.178 -4.907 0.471 0.0605 -0.0227 -0.0218 0.0694
C -2.891 1.911 -0.075 0.0401 0.0323 -0.0744 -0.1716
C -0.483 0.249 4.374 0.0334 -0.0283 -0.0047 -0.0897
C 0.145 3.843 3.482 0.0100 0.0033 0.0101 -0.0966
C -0.804 -2.461 -3.294 0.0305 0.0051 0.0223 -0.3749
C -2.274 1.968 4.604 0.0368 0.0391 -0.0300 -0.0912
C 6.799 0.191 2.396 0.0037 -0.0082 0.0013 -0.1397
C 8.055 0.610 2.808 -0.0093 0.0130 -0.0072 -0.0997
C 5.695 -4.077 1.147 -0.0054 -0.0047 -0.0031 -0.0881
C 1.411 -2.842 -0.011 0.1107 -0.0177 0.0924 -0.2800
C 4.804 -4.583 2.082 0.0025 -0.0026 0.0016 -0.0906
C -3.976 2.601 -0.623 -0.0458 -0.0529 0.0245 -0.0445
C -2.924 3.496 1.739 -0.0546 -0.0614 -0.0413 -0.0979
C -1.925 3.021 -3.363 0.0073 -0.0092 -0.0151 -0.0527
C 3.704 -2.447 2.180 0.0333 0.0037 0.0094 -0.1491
C -3.960 -2.199 0.873 0.0250 0.0189 0.0311 -0.0616
C -5.297 -0.726 -0.630 0.0192 -0.0114 0.0079 -0.0499
C 2.267 -3.661 -0.827 0.0377 0.0206 -0.0707 -0.0678
C -2.264 -1.564 -1.454 -0.0930 0.0369 -0.0576 0.0207
C -2.731 -0.074 3.340 -0.0008 0.0248 -0.0069 -0.0913
C -1.630 -2.597 -4.575 -0.0444 -0.0166 -0.0140 -0.0650
C -1.636 0.953 3.647 -0.0081 -0.0231 0.0508 -0.6510
C 6.990 1.551 0.431 -0.0021 0.0154 0.0139 -0.1613
C -0.942 -0.009 -2.680 0.0433 -0.0300 0.0197 0.0284
C 6.254 0.653 1.199 0.0142 -0.0366 0.0464 -0.5400
C -0.602 -2.892 1.611 0.0409 0.0399 -0.0647 -0.5699
C 0.349 -3.553 0.645 0.0340 0.0038 0.0347 -0.0319
C -4.533 3.709 -0.013 0.0074 0.0053 -0.0045 -0.0671
C 0.402 3.768 1.012 0.0223 0.0122 0.0314 -0.0877
C 8.778 1.516 2.042 0.0148 -0.0022 0.0062 -0.1122
C 3.806 -3.767 2.597 -0.0045 0.0035 0.0037 -0.0818
C 1.032 -5.633 -0.351 0.0190 -0.0004 0.0909 -0.1447
C -1.423 1.044 -1.915 0.0243 0.0011 -0.0157 -0.1375
C -1.328 -1.322 -2.448 -0.0006 0.0251 -0.0106 -0.1789
C 5.583 -2.762 0.715 -0.0005 0.0064 -0.0146 -0.1443
C 8.238 1.990 0.856 -0.0159 0.0004 -0.0062 -0.1071
C -2.816 -0.534 -0.699 -0.0077 -0.0505 -0.0314 -0.1347
C -4.007 -0.831 0.195 0.0094 -0.0199 0.0056 -0.3580
H 1.263 4.439 1.097 -0.0080 0.0060 -0.0049 0.0904
H 0.249 0.962 4.757 0.0021 -0.0083 0.0030 0.0652
H -3.203 2.367 4.202 -0.0424 0.0672 -0.0652 0.0705
H -0.935 -3.377 -2.708 0.0338 -0.0114 0.0075 0.1319
H -5.437 0.269 -1.050 0.0066 0.0390 -0.0199 0.0595
H -1.627 2.793 4.886 -0.0179 -0.0199 -0.0040 0.0505
H 2.919 -1.813 2.573 0.0018 -0.0089 0.0109 0.0941
H 6.592 1.902 -0.514 0.0020 0.0033 -0.0065 0.0858
H 0.241 3.317 4.432 0.0014 0.0044 -0.0165 0.0662
H -4.742 -2.256 1.635 -0.0101 -0.0022 -0.0073 0.0868
H -4.399 5.047 1.667 -0.0045 -0.0032 0.0014 0.1011
H -0.890 -0.304 5.226 -0.0014 0.0143 0.0050 0.0891
H 0.582 2.212 -3.725 0.0023 -0.0121 0.0025 0.0731
H -2.589 -2.583 -1.278 0.0025 0.0015 -0.0110 0.1230
H -2.975 3.029 -3.069 0.0204 -0.0006 -0.0002 0.0566
H 0.839 -1.503 -4.346 -0.0118 -0.0131 -0.0312 0.0809
H 1.076 -3.224 -4.057 -0.0062 -0.0004 0.0074 0.0872
H -4.048 -0.066 0.968 0.0061 0.0257 0.0250 0.1015
H -2.384 -0.854 2.670 -0.0108 0.0160 0.0196 0.0465
H 0.946 4.588 3.448 -0.0017 0.0024 -0.0039 0.0857
H 6.461 -4.715 0.725 0.0017 0.0019 0.0003 0.1025
H -5.269 -1.441 -1.457 -0.0028 0.0011 0.0026 0.0838
H 3.098 -4.158 3.318 -0.0006 -0.0004 0.0033 0.1050
H -2.534 1.428 5.520 -0.0026 0.0023 -0.0107 0.0866
H 9.757 1.845 2.366 -0.0013 0.0036 -0.0003 0.0926
H -3.006 -2.399 1.358 -0.1264 -0.0046 -0.0341 0.0448
H -1.274 -3.437 -5.177 -0.0009 -0.0041 0.0059 0.0754
H 1.254 -2.054 -2.735 -0.0135 0.0228 -0.0015 0.0547
H -0.218 0.200 -3.458 -0.0016 0.0121 0.0052 0.1154
H -3.612 0.420 2.926 -0.0014 -0.0001 -0.0280 0.0757
H 6.253 -2.385 -0.048 0.0039 -0.0010 0.0049 0.1059
H -5.371 4.217 -0.474 -0.0048 0.0014 0.0068 0.1029
H -0.622 -5.395 1.008 -0.0035 -0.0081 -0.0076 0.1298
H -1.544 -1.689 -5.178 0.0033 0.0070 0.0085 0.0797
H -4.155 -3.001 0.157 0.0099 -0.0027 0.0002 0.0801
H 0.020 -0.471 3.727 -0.0093 0.0000 0.0008 0.0699
H 1.722 1.588 3.355 0.0116 -0.0132 -0.0205 0.0675
H 8.796 2.691 0.247 0.0012 -0.0009 -0.0016 0.0956
H -2.687 -2.754 -4.353 0.0009 -0.0030 0.0022 0.0757
H 6.239 -0.510 3.004 0.0091 -0.0030 -0.0007 0.0952
H 0.733 3.645 -2.720 -0.0122 0.0070 -0.0182 0.0791
H 8.469 0.232 3.735 -0.0021 0.0016 0.0026 0.0971
H 1.112 2.050 -2.036 -0.0327 0.0116 -0.0317 0.0587
H 1.958 1.627 1.596 -0.0222 -0.0074 -0.0059 -0.0095
H 0.548 3.143 0.134 -0.0114 -0.0301 -0.0499 0.0529
H -2.508 3.876 2.656 0.0130 -0.0120 0.1107 0.0764
H -6.165 -0.960 -0.009 0.0038 0.0091 0.0025 0.0782
H -0.798 4.388 3.470 -0.0016 -0.0007 0.0199 0.0620
H -1.634 4.044 -3.614 0.0005 0.0001 0.0008 0.0780
H -3.030 -0.545 4.282 -0.0048 -0.0038 -0.0060 0.0958
H 2.766 -5.577 -1.612 0.0065 -0.0006 -0.0043 0.1292
H 2.469 2.986 2.586 -0.0064 0.0096 0.0290 0.0903
H -1.146 3.079 -1.372 0.0130 0.0056 0.0227 0.1141
H -1.832 2.412 -4.266 -0.0048 -0.0010 0.0008 0.0823
H 4.878 -5.616 2.400 -0.0020 -0.0013 -0.0032 0.0982
H -4.376 2.250 -1.566 -0.0137 -0.0106 0.0194 0.1094
H -0.494 4.381 0.892 0.0146 -0.0192 -0.0261 0.0763
```
Forces are in eV/Å.

Summary:
Molar mass ... 1015.1 u
HOMO (spin up / spin down) ... -5.17 / -5.17 eV
Electronic energy ... -4849.19329 Ha
Spin multiplicity ... 2
Net charge ... -1
LUMO (spin up / spin down) ... 2.1944 / 2.1897 eV
Gap between HOMO and LUMO (spin up / spin down) ... 7.367 / 7.362 eV
Expectation value of S² ... 0.753

***

> Which of these has the highest electronic energy?

C5H8O